{
  "formula": "C32H83BFNO13S10",
  "method": "the ωB97M-V functional and the def2-TZVPD basis",
  "symbols": ["S", "S", "S", "S", "S", "S", "S", "S", "S", "S", "F", "O", "O", "O", "O", "O", "O", "O", "O", "O", "O", "O", "O", "O", "N", "C", "C", "C", "C", "C", "C", "C", "C", "C", "C", "C", "C", "C", "C", "C", "C", "C", "C", "C", "C", "C", "C", "C", "C", "C", "C", "C", "C", "C", "C", "C", "C", "B", "H", "H", "H", "H", "H", "H", "H", "H", "H", "H", "H", "H", "H", "H", "H", "H", "H", "H", "H", "H", "H", "H", "H", "H", "H", "H", "H", "H", "H", "H", "H", "H", "H", "H", "H", "H", "H", "H", "H", "H", "H", "H", "H", "H", "H", "H", "H", "H", "H", "H", "H", "H", "H", "H", "H", "H", "H", "H", "H", "H", "H", "H", "H", "H", "H", "H", "H", "H", "H", "H", "H", "H", "H", "H", "H", "H", "H", "H", "H", "H", "H", "H", "H"],
  "coordinates": [[0.697, -3.393, 2.532], [-3.418, 5.969, -5.899], [4.774, 8.629, 7.842], [-0.798, -2.915, -7.949], [4.189, -6.336, -2.467], [-2.273, -7.896, 4.598], [-0.117, -2.862, -2.544], [7.381, 3.707, -0.107], [3.047, 4.911, 3.786], [-6.798, -4.265, 1.872], [-1.423, 3.521, -4.070], [-1.291, -2.269, -1.849], [6.631, 4.080, 1.123], [2.176, 1.628, -3.584], [-3.377, -6.906, 4.469], [0.661, -4.881, 2.492], [-6.148, -3.334, 0.910], [4.723, 7.749, 6.646], [0.335, -3.555, -7.230], [3.018, -5.744, -1.772], [-1.356, 1.433, -3.575], [-4.532, 6.641, -5.186], [2.047, 4.562, 2.735], [-5.607, 0.513, 3.136], [0.336, 2.776, -2.911], [-0.568, -3.255, -9.700], [4.670, 4.757, 3.035], [-3.697, 6.201, -7.663], [-5.581, -5.503, 2.330], [-2.632, 1.315, 2.345], [-7.846, -5.372, 0.915], [3.067, 6.701, 3.929], [-5.308, -0.748, 2.562], [3.857, -6.253, -4.233], [-1.030, -7.441, 3.390], [0.470, 2.502, 0.815], [-2.864, -0.041, 3.051], [-0.443, -1.155, -8.049], [4.040, -8.123, -2.332], [5.573, 10.161, 7.340], [7.723, 5.230, -1.001], [-1.270, 1.948, 2.703], [2.425, -2.903, 2.604], [0.287, -2.898, 4.211], [-0.810, 2.902, 1.574], [1.280, 1.663, -2.840], [3.133, 9.333, 8.053], [-0.439, -2.776, -4.308], [-0.258, -4.649, -2.411], [-5.972, 1.491, 2.179], [1.828, 0.646, -0.317], [-0.836, 2.453, -3.520], [6.182, 3.063, -1.282], [0.735, 1.007, 0.715], [-3.765, 4.204, -5.893], [-2.806, -9.405, 3.774], [-3.795, -0.980, 2.286], [1.130, 0.539, -1.715], [2.188, -0.355, -0.082], [-5.663, -1.513, 3.250], [-7.055, 1.619, 2.133], [-1.635, 3.001, 0.869], [-7.266, -5.821, 0.108], [0.433, -0.384, -1.960], [5.082, 10.558, 6.451], [-3.689, 3.844, -4.871], [-1.310, -2.703, -10.277], [5.521, 10.881, 8.157], [-3.623, -0.901, 1.215], [1.313, 3.039, 1.261], [-5.598, 1.223, 1.195], [2.652, 1.356, -0.320], [8.164, 4.990, -1.969], [0.342, -3.306, -4.850], [-8.664, -4.789, 0.497], [4.173, -8.395, -1.286], [5.429, 5.120, 3.727], [2.454, 8.530, 8.331], [4.848, 3.707, 2.821], [-0.706, -4.323, -9.858], [-0.249, -8.202, 3.361], [-5.147, -5.944, 1.432], [2.890, -3.164, 1.655], [-0.436, -1.727, -4.601], [-1.878, -0.513, 3.096], [-3.150, -9.173, 2.766], [-1.490, -7.333, 2.407], [-4.709, 5.889, -7.920], [-6.054, -6.273, 2.938], [2.881, -6.690, -4.446], [0.420, -1.820, 4.313], [4.637, -6.787, -4.775], [-2.966, 5.620, -8.226], [-0.755, -3.153, 4.395], [-3.425, 1.990, 2.640], [-5.843, -0.908, 1.630], [2.113, 7.021, 4.343], [-4.772, 4.024, -6.270], [4.815, -8.599, -2.933], [0.439, -2.967, -10.002], [0.804, 3.510, -3.445], [-3.624, -9.836, 4.349], [0.556, -1.004, -8.458], [-1.976, -10.111, 3.739], [-3.172, 0.118, 4.082], [3.204, 7.147, 2.943], [-0.126, -4.926, -1.366], [-3.567, -2.011, 2.552], [2.926, -3.433, 3.415], [4.702, 5.325, 2.108], [1.088, 0.680, 1.692], [3.860, -5.206, -4.530], [3.872, 7.004, 4.598], [-0.597, -6.489, 3.690], [-0.529, 1.214, 3.008], [3.158, 10.080, 8.847], [2.489, -1.825, 2.758], [-5.558, 2.443, 2.497], [6.800, 5.794, -1.134], [-1.458, 2.568, 3.580], [3.052, -8.437, -2.669], [-0.493, -0.742, -7.043], [-1.413, -3.215, -4.528], [0.926, -3.428, 4.919], [6.614, 9.940, 7.115], [-0.194, 0.461, 0.534], [-1.244, -4.966, -2.752], [6.671, 2.891, -2.241], [8.428, 5.815, -0.415], [2.803, 9.785, 7.117], [0.375, 2.913, -0.194], [-2.642, 1.104, 1.276], [5.802, 2.120, -0.894], [-8.248, -6.146, 1.569], [-1.189, -0.670, -8.679], [-3.031, 3.688, -6.513], [-3.572, 7.259, -7.888], [-0.641, 3.902, 1.962], [-4.800, -5.017, 2.910], [0.521, -5.120, -3.009], [5.360, 3.770, -1.396]],
  "mulliken_charge": [0.706, 0.547, 0.418, 0.541, 0.442, 0.444, 0.567, 0.358, 0.362, 0.555, -0.211, -0.617, -0.513, -0.524, -0.558, -0.638, -0.584, -0.549, -0.583, -0.494, -0.404, -0.633, -0.563, -0.470, -0.093, -1.019, -0.912, -0.906, -0.983, -0.527, -1.051, -0.942, -0.385, -0.946, -0.708, 0.202, -0.182, -0.737, -0.972, -0.939, -0.953, -0.899, -1.046, -1.149, -1.178, 0.384, -0.931, -1.042, -0.885, -0.791, -0.829, 0.545, -0.895, 0.033, -0.929, -0.953, -0.634, 0.185, 0.230, 0.178, 0.262, 0.522, 0.294, -0.294, 0.297, 0.257, 0.376, 0.376, 0.268, 0.123, 0.350, 0.242, 0.368, 0.485, 0.342, 0.315, 0.444, 0.311, 0.321, 0.331, 0.409, 0.367, 0.321, 0.114, 0.081, 0.283, 0.300, 0.292, 0.397, 0.278, 0.405, 0.407, 0.332, 0.307, 0.182, 0.476, 0.337, 0.410, 0.384, 0.310, 0.302, 0.329, 0.311, 0.361, 0.298, 0.337, 0.332, 0.257, 0.369, 0.280, 0.291, 0.293, 0.338, 0.082, 0.477, 0.379, 0.339, 0.292, 0.299, 0.426, 0.296, 0.124, 0.403, 0.398, 0.311, 0.219, 0.307, 0.434, 0.327, 0.295, -0.065, 0.398, 0.271, 0.376, 0.362, 0.315, 0.311, 0.405, 0.290, 0.226, 0.281],
  "homo_ha": -0.2994,
  "orbital_gap_ev": 8.564,
  "charge": 0,
  "e_above_lowest_kj_mol": 51.3
}


{
  "formula": "C6H10O6",
  "method": "the ωB97M-V functional and the def2-TZVPD basis",
  "symbols": ["O", "O", "O", "O", "O", "O", "C", "C", "C", "C", "C", "C", "H", "H", "H", "H", "H", "H", "H", "H", "H", "H"],
  "coordinates": [[1.898, 2.477, -1.647], [2.133, 1.772, 0.850], [0.871, -0.053, 0.803], [-2.070, -2.911, 1.256], [-0.727, 0.896, -2.159], [-2.446, -0.889, -0.661], [1.847, 0.712, 0.012], [-1.215, -1.046, 0.090], [-1.480, -1.593, 1.506], [-0.402, 0.253, 0.195], [-0.043, 0.749, -1.204], [1.432, 1.129, -1.363], [-2.321, -2.818, 0.328], [-2.310, -1.084, 1.931], [2.492, 2.831, -0.993], [2.782, 0.243, 0.068], [-0.666, -1.608, 2.338], [-0.404, -1.591, -0.389], [1.763, 0.399, -2.107], [-2.323, -0.234, -1.405], [-0.859, 0.968, 0.803], [2.047, 1.399, 1.749]],
  "mulliken_charge": [-0.548, -0.619, -0.477, -0.544, -0.586, -0.592, -0.009, 0.004, -0.292, -0.389, 0.281, 0.215, 0.342, 0.300, 0.346, 0.481, 0.263, 0.260, 0.276, 0.405, 0.549, 0.332],
  "smiles": "O=C1[C@@H](O)[C@@H](O)O[C@@H]1[C@H](O)CO",
  "homo_ha": -0.3702,
  "orbital_gap_ev": 10.112,
  "charge": 0,
  "e_above_lowest_kj_mol": 273.4
}